17
Properties=species:S:1:pos:R:3:nbo_charge:R:1 method="wB97M-V/def2-TZVPD" mol_weight_g_mol=96.2 max_force_ev_per_a=5.10 total_charge=+1 de_lowest_kcal_mol=105.7
C 0.528 -0.955 0.899 -0.0685
C -0.372 0.013 0.504 -0.1858
C -1.474 0.660 1.018 0.0391
C 0.521 0.593 -0.435 0.0854
C -2.222 1.717 0.379 -0.6954
C 1.724 -1.499 -1.126 -0.4603
N 1.499 -0.544 -0.123 -0.3993
H 0.332 -1.886 1.355 0.2445
H -1.906 0.289 1.995 0.2290
H 0.805 1.220 -1.259 0.2451
H -3.357 1.601 0.371 0.2813
H -1.805 1.881 -0.582 0.2213
H -2.061 2.776 0.913 0.2767
H 0.778 -1.968 -1.660 0.2598
H 2.537 -1.196 -1.837 0.2455
H 2.092 -2.416 -0.684 0.2417
H 2.379 -0.287 0.272 0.4399

17
Properties=species:S:1:pos:R:3:nbo_charge:R:1 method="wB97M-V/def2-TZVPD" mol_weight_g_mol=96.2 max_force_ev_per_a=4.47 total_charge=+1 de_lowest_kcal_mol=81.2
C 3.109 -1.791 0.310 -0.0796
C 2.328 -0.851 0.399 -0.1288
C -0.405 -0.213 0.000 0.2500
C 1.484 0.346 0.335 -0.0879
C 1.666 1.299 -0.749 -0.6565
C -2.809 -0.412 -0.321 -0.4438
N -1.602 -0.248 0.456 -0.4296
H 3.872 -2.540 0.139 0.2679
H 1.506 0.922 1.230 0.2457
H -0.422 -0.289 -1.074 0.1678
H 1.841 0.942 -1.805 0.2474
H 2.616 1.785 -0.485 0.2711
H 0.881 1.979 -0.717 0.2294
H -2.663 -1.120 -1.113 0.2428
H -3.606 -0.630 0.375 0.2465
H -3.114 0.617 -0.812 0.2456
H -1.690 -0.235 1.389 0.4120

17
Properties=species:S:1:pos:R:3:nbo_charge:R:1 method="wB97M-V/def2-TZVPD" mol_weight_g_mol=96.2 max_force_ev_per_a=6.11 total_charge=+1 de_lowest_kcal_mol=130.5
C 1.486 -1.342 0.110 -0.2814
C 2.307 -0.326 -0.088 0.5501
C 0.059 -1.286 0.216 -0.4347
C -0.580 -0.081 0.060 -0.0707
C 3.209 0.748 -0.028 -0.7648
C -2.781 1.032 -0.086 -0.4365
N -2.082 -0.276 -0.039 -0.5917
H 2.033 -2.248 -0.141 0.3206
H -0.560 -2.164 0.461 0.2166
H 4.289 0.208 -0.319 0.3518
H 3.239 1.176 0.916 0.2759
H 3.057 1.544 -0.737 0.2996
H -3.652 1.219 0.380 0.2264
H -2.105 1.752 0.451 0.2449
H -2.896 1.425 -1.154 0.2289
H -2.494 -0.776 -0.843 0.4376
H -2.531 -0.605 0.840 0.4277

17
Properties=species:S:1:pos:R:3:nbo_charge:R:1 method="wB97M-V/def2-TZVPD" mol_weight_g_mol=96.2 max_force_ev_per_a=4.93 total_charge=+1 de_lowest_kcal_mol=115.8
C -0.770 -0.783 0.099 -0.1909
C -1.324 0.436 0.175 0.1086
C -1.597 -1.773 -0.483 -0.2657
C -2.035 1.477 0.205 -0.4375
C 0.708 -0.868 0.595 -0.2490
C 1.272 0.994 -0.870 -0.1196
N 1.514 0.319 0.431 -0.5391
H -1.291 -2.823 -0.532 0.2108
H -2.509 -1.493 -0.819 0.2067
H -2.214 2.143 -0.607 0.2520
H -2.668 1.576 1.087 0.2502
H 0.839 -1.261 1.639 0.2506
H 1.263 -1.664 0.038 0.2395
H 1.750 0.707 -1.716 0.1955
H 1.205 2.025 -0.686 0.1855
H 1.175 0.937 1.095 0.4314
H 2.587 0.317 0.477 0.4709

17
Properties=species:S:1:pos:R:3:nbo_charge:R:1 method="wB97M-V/def2-TZVPD" mol_weight_g_mol=96.2 max_force_ev_per_a=3.14 total_charge=+1 de_lowest_kcal_mol=37.6
C -0.517 0.195 1.146 -0.4466
C 0.606 -2.461 -0.015 -0.1430
C 1.463 -2.118 0.899 -0.1157
C 1.106 -1.062 -0.218 -0.1254
C -0.078 0.986 -1.057 0.2918
C -1.052 2.060 -0.891 -0.7148
N 0.182 0.101 -0.120 -0.2441
H -0.503 1.220 1.513 0.2371
H -1.559 -0.118 1.038 0.2389
H -0.035 -3.178 -0.471 0.2566
H -0.038 -0.454 1.876 0.2454
H 2.042 -2.230 1.779 0.2656
H 1.837 -0.862 -0.994 0.2119
H 0.464 0.882 -1.990 0.2314
H -1.222 2.579 -1.829 0.2700
H -0.697 2.788 -0.157 0.2761
H -1.999 1.673 -0.509 0.2647

17
Properties=species:S:1:pos:R:3:nbo_charge:R:1 method="wB97M-V/def2-TZVPD" mol_weight_g_mol=96.2 max_force_ev_per_a=3.15 total_charge=+1 de_lowest_kcal_mol=85.9
C -2.312 -1.035 -0.889 -0.5228
C 2.028 -1.052 -0.674 -0.4663
C -1.674 -0.621 0.130 0.3993
C 0.572 0.659 0.427 0.4774
C -0.764 -0.256 1.066 -0.6643
C 0.289 2.084 0.597 -0.6842
N 1.464 0.126 -0.138 -0.3096
H -2.154 -0.782 -1.984 0.3171
H -3.345 -1.548 -0.723 0.3213
H 3.069 -1.191 -0.237 0.2571
H 1.529 -2.045 -0.409 0.2203
H -1.264 0.329 1.867 0.3112
H -0.279 -1.197 1.213 0.2899
H 2.094 -0.747 -1.840 0.2639
H 1.281 2.598 0.800 0.2845
H -0.566 2.301 1.213 0.2415
H 0.031 2.378 -0.420 0.2636